20
Properties=species:S:1:pos:R:3:forces:R:3:nbo_charge:R:1 method="wB97M-V/def2-TZVPD" molar_mass_g_mol=161.1 relative_energy_kj_mol=76.3 total_charge=+1 total_energy_ha=-602.32251 smiles="NC(=[NH2+])NC(=O)N/C(O)=C/O"
N 2.048053 0.119194 1.065906 -0.7977 -1.4961 -1.6467 -0.77
C 0.844903 -0.553530 1.069760 0.0700 1.4052 -1.3222 0.72
N -0.180283 -0.094722 1.781072 -2.1566 0.1623 0.5176 -0.76
N 0.648978 -1.589918 0.169650 1.0398 0.5661 1.4082 -0.66
C -0.570451 -2.252773 -0.228925 -1.5606 2.4426 1.3039 0.79
O -0.673406 -3.423884 -0.201196 0.4478 -1.5773 -0.4489 -0.51
N -1.631042 -1.384022 -0.431869 1.2842 -0.1769 -0.1720 -0.66
C -1.473123 -0.004623 -0.787337 -0.0182 -1.3188 -2.0389 0.39
O -2.617598 0.599483 -0.522633 -1.4245 1.5671 0.9177 -0.68
C -0.431859 0.438042 -1.503916 -0.4240 1.9196 0.5759 -0.04
O -0.301115 1.813093 -1.731688 -1.8365 -0.8749 0.0152 -0.70
H 2.312065 0.878727 1.666302 -0.5172 -0.0285 0.5806 0.44
H 2.628070 0.079304 0.208767 -0.6743 -0.3451 0.9230 0.43
H -1.078571 -0.680806 1.821193 1.9956 1.1002 -0.1908 0.45
H -0.383329 0.933658 1.963665 0.9939 -1.9272 -0.2479 0.45
H 1.401117 -2.240157 0.080071 0.7740 -0.2898 -0.0280 0.44
H -2.503551 -1.883167 -0.592392 0.0694 0.4808 -0.1902 0.44
H -2.865933 1.414756 -1.018613 0.9659 -0.8400 0.2534 0.53
H 0.244910 -0.197713 -2.001768 0.7465 -0.7001 -0.1737 0.19
H 0.582042 2.142547 -1.702695 1.0225 -0.0691 -0.0360 0.49

=====

14
Properties=species:S:1:pos:R:3:forces:R:3:nbo_charge:R:1 method="wB97M-V/def2-TZVPD" molar_mass_g_mol=97.1 relative_energy_kj_mol=446.4 total_charge=0 total_energy_ha=-320.71328
C 2.339182 -0.035114 0.199812 0.1404 -0.0315 0.0931 -0.40
N 1.092941 -0.149204 -0.535139 -0.1868 0.0153 0.0030 -0.60
C -0.072819 -0.208576 0.153727 -0.0712 -0.0655 0.1655 0.23
N -1.723189 1.415752 -1.426817 -0.3384 -0.3914 0.3681 -0.27
N -2.252360 0.537700 -0.774559 0.1319 0.3921 -0.2142 -0.24
C -1.503529 -0.506982 -0.010725 0.0504 -0.0909 -0.1895 -0.15
C -0.782766 -0.210742 1.250396 0.1890 0.0482 -0.0027 -0.29
H 2.397807 -0.866074 0.908992 0.0321 0.1412 -0.0661 0.20
H 3.170728 -0.133694 -0.502885 -0.1126 0.0399 0.1243 0.21
H 2.451133 0.906687 0.754487 -0.0881 -0.0943 -0.1020 0.18
H 1.010858 0.404626 -1.378133 0.0029 -0.2001 0.0439 0.41
H -3.288209 0.412768 -0.740492 0.1079 0.0806 -0.0107 0.31
H -1.934778 -1.493835 -0.225623 0.1365 0.1472 -0.0533 0.17
H -0.869854 -0.174066 2.323691 0.0060 0.0092 -0.1593 0.23

=====

12
Properties=species:S:1:pos:R:3:forces:R:3:nbo_charge:R:1 method="wB97M-V/def2-TZVPD" molar_mass_g_mol=104.2 relative_energy_kj_mol=227.2 total_charge=+1 total_energy_ha=-645.72472
C -0.061741 -0.789257 0.183689 1.2926 -0.1814 -1.3887 -0.26
C 1.262870 -0.505994 0.709522 -0.4328 -0.4853 -0.0508 -0.14
C -1.181527 0.452056 -0.185945 1.4252 -1.4303 1.0469 0.41
N -0.398527 -0.192377 -1.140630 0.4516 0.9121 0.5914 -0.63
O -0.823338 1.661073 0.267738 -0.7667 -0.1154 0.3898 -0.63
S 2.514833 0.354401 -0.132530 -2.2703 -0.4029 0.2546 0.31
H -0.524575 -1.751464 0.436601 0.1202 0.5812 0.2958 0.26
H 1.433574 -0.964845 1.786852 0.2478 1.0920 -2.4522 0.29
H -2.075079 -0.035113 0.179899 -0.7408 0.6100 -0.3024 0.20
H 1.789283 0.714399 -1.328697 0.5894 -0.7452 1.7179 0.22
H -0.752803 -0.693909 -1.965006 -0.1708 -0.0770 1.0273 0.44
H -1.182970 1.751035 1.188509 0.2545 0.2422 -1.1296 0.51

=====

60
Properties=species:S:1:pos:R:3:forces:R:3:nbo_charge:R:1 method="wB97M-V/def2-TZVPD" molar_mass_g_mol=982.9 total_charge=+1 total_energy_ha=-5930.03108
C -0.540313 -1.765779 0.589050 -0.2026 -0.6333 0.6008 -0.71
C 0.790242 -1.447769 -0.039534 -0.2002 -0.3478 0.5215 -0.17
I 2.365914 -2.625896 0.790098 -0.8032 0.3001 -0.1511 0.28
C 0.999683 -0.558621 -1.002752 1.8148 -0.1988 -0.2659 -0.07
I 3.019463 -0.403670 -1.725887 -0.8177 0.3738 -0.0746 0.31
N -0.095070 0.292563 -1.560698 0.7304 1.2747 -0.3512 -0.63
P -1.561669 -0.797448 -2.207279 -1.5217 -1.9859 0.1163 1.12
O -2.193566 -0.049706 -3.498615 0.6520 0.2618 0.4496 -0.99
I -0.549788 -2.841607 -3.144380 -0.0190 0.7288 -0.0230 0.02
C 0.388353 1.250243 -2.623473 0.1221 0.5443 -1.6325 -0.14
Br 0.810880 0.386893 -4.325005 -0.2822 0.0209 0.3720 0.14
C -0.549090 2.483414 -2.802081 0.3739 -0.9042 0.7028 -0.01
C -0.280954 3.289182 -4.068757 -1.1174 1.8229 1.7643 0.62
F 1.004318 3.470352 -4.301466 1.1889 -0.3016 -0.3168 -0.29
F -0.901237 2.790413 -5.109496 -0.4222 -1.0219 -1.0598 -0.29
C -0.883318 4.740596 -3.877661 0.2339 -0.6777 -1.8215 0.92
F -0.044908 5.558081 -3.324038 0.7133 0.6831 1.3550 -0.28
F -2.050340 4.716736 -3.273609 -0.7514 -0.1003 0.9993 -0.31
F -1.102269 5.212874 -5.097501 -0.1937 0.2516 -0.9086 -0.31
O -0.213474 3.335215 -1.723378 -0.0165 -0.2570 -0.2754 -0.51
C -0.325904 2.671200 -0.483967 0.6234 1.2629 0.4132 -0.31
P 1.215488 3.040016 0.501134 0.1407 -0.4071 1.4115 2.33
O 2.189992 1.977694 0.417815 0.8444 -0.8277 -0.8643 -1.08
O 1.778647 4.481061 0.175715 -1.0867 -0.1484 0.0759 -0.93
O 0.676521 3.127261 2.033989 -0.7354 0.2799 -1.0443 -0.96
C -0.704802 1.182514 -0.471363 -0.7527 0.5498 1.0231 0.26
O -2.106047 1.082946 -0.556870 0.5298 -0.0896 -0.4636 -0.57
C -2.788835 1.163749 0.686807 -1.0672 0.9481 0.1331 -0.08
C -4.137446 1.817257 0.397024 -0.9255 -1.5816 -0.8154 0.08
C -4.953342 0.811885 -0.481041 0.4500 -0.0645 0.0359 -0.65
O -3.961508 3.038769 -0.264763 0.3352 0.3681 0.1604 -0.72
H -1.070627 -0.929165 1.042130 0.1687 0.1687 -0.1011 0.22
H -0.394565 -2.483226 1.392624 0.0282 0.0658 0.0884 0.27
H -1.237650 -2.261361 -0.081680 0.1065 0.0026 -0.2275 0.25
H -2.934520 0.500892 -3.188566 -0.0090 -0.1154 -0.1716 0.52
H 1.333019 1.712692 -2.345723 0.1137 -0.4029 0.4352 0.28
H -1.615157 2.259996 -2.734280 0.0411 -0.1262 -0.3124 0.22
H -1.123734 3.191511 0.065625 -0.2853 -0.3402 -0.0922 0.24
H 1.141170 5.127525 0.529009 0.4868 0.3279 -0.2026 0.51
H -0.285662 3.021810 2.048521 0.1415 0.1769 0.4904 0.49
H -0.426881 0.836900 0.520822 0.5825 -0.4218 -0.2378 0.24
H -2.256580 1.768577 1.426383 0.3155 -0.0619 -0.1158 0.18
H -3.024054 0.185062 1.104276 0.4021 -0.1708 0.0236 0.21
H -4.707824 1.898443 1.326136 0.3361 0.3862 0.2305 0.18
H -5.885782 0.516839 -0.008167 -0.1562 0.1851 -0.1096 0.24
H -5.135128 1.219118 -1.476403 -0.2279 0.1239 0.0604 0.21
H -4.396085 -0.113077 -0.646541 0.0268 -0.0199 0.0350 0.21
H -4.747705 3.231236 -0.788679 0.0844 0.0748 0.1652 0.49
C 4.260981 -7.068238 5.135785 -0.0035 0.0014 0.0031 -0.20
C 4.575044 -5.841203 5.703842 0.0073 -0.0143 0.0146 -0.21
C 4.607655 -4.699228 4.916650 -0.0140 0.0655 0.0076 -0.20
C 4.317175 -4.783954 3.562409 -0.0511 -0.1130 0.0112 -0.22
C 3.999523 -6.010239 2.994400 -0.0138 0.0404 -0.0388 -0.22
C 3.975353 -7.153385 3.780483 -0.0212 -0.0236 -0.0025 -0.21
H 4.239102 -7.959173 5.750015 0.0042 0.0070 -0.0046 0.22
H 4.795627 -5.775294 6.761476 0.0115 -0.0014 -0.0117 0.22
H 4.859033 -3.743352 5.358454 -0.0034 -0.0089 0.0000 0.21
H 4.337983 -3.893286 2.948722 0.0688 0.0843 -0.0126 0.19
H 3.771459 -6.076108 1.937117 0.0209 -0.0208 0.0059 0.21
H 3.733208 -8.110732 3.337141 0.0015 0.0072 0.0032 0.22